Molecular formula: C21H23FN2O4
Method: DFT, wB97M-V/def2-TZVPD

Summary:
E_HOMO: -7.68 eV
Energy relative to the best compared isomer or geometry (same formula, charge and spin): 19.2 kcal per mole
HOMO-LUMO gap: 0.299 Eh
Total energy: -1324.3748 Eh
SMILES string: CCOc1cc(NC(=O)C2CC2)c(OCC)cc1NC(=O)c1cccc(F)c1
Total charge: 0

Each line ends with the natural charge from an NBO analysis.
Positions of all 51 atoms, in Å:
1 C 0.17 -4.11 -0.86  -0.642
2 C 1.36 -3.24 -0.49  -0.058
3 O 1.15 -2.40 0.64  -0.535
4 C 0.32 -1.31 0.43  0.228
5 C -1.06 -1.43 0.46  -0.286
6 C -1.86 -0.32 0.25  0.172
7 N -3.26 -0.36 0.27  -0.628
8 C -4.08 -1.45 0.30  0.683
9 O -3.69 -2.60 0.35  -0.613
10 C -5.54 -1.12 0.28  -0.322
11 C -6.10 0.03 -0.50  -0.406
12 C -6.10 0.09 0.99  -0.405
13 C -1.27 0.94 0.03  0.272
14 O -2.14 1.98 -0.17  -0.526
15 C -1.62 3.28 -0.38  -0.061
16 C -2.79 4.22 -0.57  -0.619
17 C 0.11 1.06 0.02  -0.333
18 C 0.91 -0.06 0.22  0.179
19 N 2.30 -0.01 0.24  -0.616
20 C 3.13 1.05 0.06  0.667
21 O 2.76 2.18 -0.18  -0.611
22 C 4.58 0.70 0.17  -0.108
23 C 5.45 1.70 0.62  -0.190
24 C 6.80 1.45 0.74  -0.185
25 C 7.32 0.21 0.41  -0.272
26 C 6.45 -0.77 -0.05  0.404
27 F 6.94 -1.98 -0.39  -0.323
28 C 5.09 -0.55 -0.17  -0.279
29 H -0.65 -3.50 -1.23  0.221
30 H 0.46 -4.81 -1.63  0.216
31 H -0.18 -4.66 0.01  0.217
32 H 2.20 -3.88 -0.19  0.187
33 H 1.66 -2.63 -1.35  0.165
34 H -1.52 -2.38 0.65  0.270
35 H -3.67 0.56 0.17  0.413
36 H -6.13 -2.03 0.32  0.242
37 H -5.42 0.67 -1.05  0.213
38 H -7.04 -0.13 -1.01  0.225
39 H -5.42 0.76 1.49  0.215
40 H -7.04 -0.03 1.51  0.225
41 H -1.01 3.58 0.48  0.179
42 H -0.98 3.28 -1.28  0.180
43 H -2.43 5.23 -0.73  0.218
44 H -3.39 3.91 -1.42  0.212
45 H -3.42 4.22 0.32  0.212
46 H 0.59 2.01 -0.14  0.264
47 H 2.70 -0.90 0.50  0.420
48 H 5.04 2.66 0.86  0.238
49 H 7.47 2.22 1.09  0.221
50 H 8.37 -0.01 0.49  0.232
51 H 4.47 -1.34 -0.56  0.228



Molecular formula: C18H20N2O2S
Method: DFT, wB97M-V/def2-TZVPD

Summary:
E_HOMO: -7.57 eV
Energy relative to the best compared isomer or geometry (same formula, charge and spin): 77.2 kcal per mole
HOMO-LUMO gap: 0.293 Eh
Total energy: -1356.0046 Eh
SMILES string: Cc1c([C@H](NS(C)(=O)=O)c2ccccc2)c2ccccc2n1C
Total charge: 0

Each line ends with the natural charge from an NBO analysis.
Positions of all 43 atoms, in Å:
1 C 0.48 3.24 1.76  -0.663
2 C -0.15 1.92 1.65  0.226
3 C 0.08 0.81 0.80  -0.138
4 C 0.86 0.64 -0.48  -0.077
5 N 0.02 0.47 -1.65  -0.853
6 S 0.33 -0.14 -3.38  2.211
7 C -1.04 0.14 -4.53  -0.848
8 O 0.41 -1.58 -3.18  -0.917
9 O 1.45 0.66 -3.88  -0.929
10 C 1.94 -0.44 -0.39  -0.026
11 C 2.08 -1.48 0.56  -0.217
12 C 2.73 -2.69 0.18  -0.223
13 C 3.27 -2.81 -1.09  -0.219
14 C 3.31 -1.71 -1.94  -0.204
15 C 2.77 -0.50 -1.52  -0.204
16 C -0.76 -0.25 1.26  -0.016
17 C -1.04 -1.50 0.72  -0.230
18 C -2.20 -2.17 1.14  -0.235
19 C -3.10 -1.58 2.04  -0.227
20 C -2.84 -0.31 2.59  -0.237
21 C -1.65 0.32 2.24  0.114
22 N -1.26 1.65 2.42  -0.347
23 C -1.98 2.61 3.24  -0.401
24 H 1.42 3.21 1.19  0.238
25 H -0.13 4.08 1.35  0.226
26 H 0.73 3.53 2.80  0.228
27 H 1.36 1.60 -0.63  0.207
28 H -0.94 0.17 -1.47  0.386
29 H -0.64 -0.01 -5.54  0.272
30 H -1.84 -0.60 -4.35  0.251
31 H -1.44 1.17 -4.50  0.253
32 H 1.65 -1.41 1.57  0.225
33 H 2.70 -3.55 0.86  0.214
34 H 3.62 -3.77 -1.45  0.211
35 H 3.70 -1.76 -2.96  0.218
36 H 2.91 0.42 -2.10  0.230
37 H -0.36 -1.90 -0.03  0.236
38 H -2.40 -3.16 0.74  0.215
39 H -4.00 -2.11 2.33  0.214
40 H -3.54 0.21 3.27  0.207
41 H -2.90 2.14 3.60  0.219
42 H -1.39 2.93 4.10  0.204
43 H -2.24 3.50 2.66  0.206



Molecular formula: H4OS2
Method: DFT, wB97M-V/def2-TZVPD

Summary:
E_HOMO: -8.45 eV
Energy relative to the best compared isomer or geometry (same formula, charge and spin): 7.9 kcal per mole
HOMO-LUMO gap: 0.323 Eh
Total energy: -873.9883 Eh
SMILES string: SS.O
Total charge: 0

Each line ends with the natural charge from an NBO analysis.
Positions of all 7 atoms, in Å:
1 S -1.23 0.18 -1.29  -0.135
2 S -0.84 -1.79 -0.70  -0.153
3 H -0.97 0.71 -0.09  0.146
4 H -1.19 -2.27 -1.91  0.141
5 O 1.22 1.29 1.08  -0.941
6 H 1.07 0.36 1.23  0.468
7 H 1.94 1.52 1.68  0.474



Molecular formula: CH3NO2S
Method: DFT, wB97M-V/def2-TZVPD

Summary:
E_HOMO: -9.91 eV
Energy relative to the best compared isomer or geometry (same formula, charge and spin): 77.2 kcal per mole
HOMO-LUMO gap: 0.365 Eh
Total energy: -643.1912 Eh
SMILES string: O=[N+]([O-])CS
Total charge: 0

Each line ends with the natural charge from an NBO analysis.
Positions of all 8 atoms, in Å:
1 O -0.72 -1.59 1.11  -0.333
2 N -0.73 -0.50 0.64  0.527
3 O -1.47 0.48 0.79  -0.390
4 C 0.37 -0.31 -0.41  -0.357
5 S 1.27 1.34 0.17  -0.048
6 H 1.15 -1.07 -0.45  0.234
7 H -0.18 -0.26 -1.27  0.216
8 H 0.30 1.90 -0.59  0.150



Molecular formula: C3H5N3O
Method: DFT, wB97M-V/def2-TZVPD

Summary:
E_HOMO: -8.69 eV
Energy relative to the best compared isomer or geometry (same formula, charge and spin): 155.6 kcal per mole
HOMO-LUMO gap: 0.324 Eh
Total energy: -356.6095 Eh
SMILES string: [H]/N=c1/o[nH]cc1N
Total charge: 0

Each line ends with the natural charge from an NBO analysis.
Positions of all 12 atoms, in Å:
1 H 0.93 2.54 0.33  0.403
2 N 1.37 1.76 -0.43  -0.783
3 C 0.87 0.43 -0.64  0.529
4 O 0.75 -0.36 -1.68  -0.379
5 N -0.67 -0.98 -1.70  -0.209
6 C -1.04 -0.85 -0.28  -0.146
7 C -0.14 -0.09 0.31  0.054
8 N -0.16 0.56 1.53  -0.738
9 H -0.31 -1.91 -1.66  0.347
10 H -1.67 -1.58 0.07  0.215
11 H -0.58 -0.14 2.27  0.354
12 H 0.65 0.62 1.87  0.352



Molecular formula: C7H10
Method: DFT, wB97M-V/def2-TZVPD

Summary:
E_HOMO: -8.57 eV
Energy relative to the best compared isomer or geometry (same formula, charge and spin): 76.8 kcal per mole
HOMO-LUMO gap: 0.353 Eh
Total energy: -272.5956 Eh
SMILES string: C=C(C)[C@H]1CC1=C
Total charge: 0

Each line ends with the natural charge from an NBO analysis.
Positions of all 17 atoms, in Å:
1 C -1.67 -0.91 -1.09  -0.404
2 C -0.85 -0.18 -0.34  0.028
3 C -1.15 1.24 0.07  -0.661
4 C 0.51 -0.75 -0.26  -0.297
5 C 1.69 0.06 -0.75  -0.412
6 C 1.47 -0.20 0.69  -0.002
7 C 1.19 -0.15 1.98  -0.383
8 H -1.42 -1.94 -1.30  0.192
9 H -2.49 -0.45 -1.61  0.194
10 H -2.22 1.42 0.10  0.225
11 H -0.74 1.54 1.05  0.231
12 H -0.71 1.92 -0.67  0.216
13 H 0.56 -1.83 -0.41  0.222
14 H 1.46 1.06 -1.11  0.229
15 H 2.43 -0.46 -1.34  0.235
16 H 0.20 -0.57 2.16  0.190
17 H 1.74 0.22 2.83  0.198



Molecular formula: C4H10O2
Method: DFT, wB97M-V/def2-TZVPD

Summary:
E_HOMO (alpha / beta): -9.30 / -8.46 eV
Energy relative to the best compared isomer or geometry (same formula, charge and spin): 143.0 kcal per mole
HOMO-LUMO gap (alpha / beta): 0.340 / 0.310 Eh
Total energy: -308.6703 Eh
Total charge: 0

Each line ends with the natural charge from an NBO analysis.
Positions of all 16 atoms, in Å:
1 C -0.20 0.38 -0.20  0.276
2 C -2.12 0.29 -0.12  -0.558
3 C 1.76 -1.92 0.10  -0.273
4 C 0.18 1.80 0.11  -0.679
5 O -0.36 -0.49 0.76  -0.350
6 O 1.49 -0.66 0.62  -0.427
7 H 0.03 0.01 -1.21  0.172
8 H 2.81 -1.96 -0.26  0.194
9 H 1.64 -2.71 0.86  0.170
10 H -2.51 -0.72 -0.12  0.218
11 H -2.26 0.79 -1.08  0.207
12 H -2.42 0.89 0.73  0.210
13 H 1.12 -2.17 -0.76  0.157
14 H -0.05 2.04 1.15  0.228
15 H 1.25 1.93 -0.04  0.240
16 H -0.35 2.50 -0.55  0.216



Molecular formula: C17H19ClN4O5
Method: DFT, wB97M-V/def2-TZVPD

Summary:
E_HOMO: -8.89 eV
Energy relative to the best compared isomer or geometry (same formula, charge and spin): 0.0 kcal per mole
HOMO-LUMO gap: 0.338 Eh
Total energy: -1714.7180 Eh
SMILES string: CC(C)Cn1c(N)c(C(=O)COC(=O)c2cccnc2Cl)c(=O)n(C)c1=O
Total charge: 0

Each line ends with the natural charge from an NBO analysis.
Positions of all 46 atoms, in Å:
1 C -4.47 -0.57 -0.53  -0.610
2 C -3.88 0.79 -0.91  -0.226
3 C -4.76 1.47 -1.97  -0.604
4 C -2.45 0.68 -1.45  -0.217
5 N -1.50 0.22 -0.44  -0.433
6 C -1.10 -1.08 -0.33  0.546
7 N -1.66 -2.02 -1.09  -0.767
8 C -0.11 -1.43 0.61  -0.451
9 C 0.50 -2.74 0.51  0.590
10 O -0.01 -3.69 -0.08  -0.613
11 C 1.85 -2.97 1.17  -0.163
12 O 2.80 -1.93 0.98  -0.481
13 C 2.80 -1.28 -0.18  0.790
14 O 2.10 -1.54 -1.12  -0.578
15 C 3.74 -0.12 -0.11  -0.237
16 C 3.91 0.56 1.09  -0.112
17 C 4.74 1.66 1.14  -0.274
18 C 5.37 2.06 -0.04  0.066
19 N 5.23 1.42 -1.18  -0.431
20 C 4.44 0.36 -1.23  0.225
21 Cl 4.34 -0.43 -2.74  0.050
22 C 0.35 -0.46 1.57  0.684
23 O 1.09 -0.68 2.51  -0.638
24 N -0.15 0.83 1.38  -0.461
25 C 0.30 1.88 2.28  -0.418
26 C -1.01 1.23 0.39  0.808
27 O -1.34 2.38 0.25  -0.619
28 H -3.85 -1.07 0.21  0.214
29 H -5.46 -0.44 -0.11  0.218
30 H -4.56 -1.21 -1.41  0.193
31 H -3.85 1.43 -0.02  0.216
32 H -4.37 2.46 -2.20  0.215
33 H -5.77 1.58 -1.60  0.216
34 H -4.78 0.88 -2.88  0.199
35 H -2.40 0.05 -2.33  0.191
36 H -2.12 1.69 -1.73  0.252
37 H -2.24 -1.79 -1.88  0.399
38 H -1.22 -2.94 -1.00  0.455
39 H 1.73 -3.05 2.25  0.240
40 H 2.25 -3.91 0.77  0.212
41 H 3.38 0.21 1.97  0.254
42 H 4.89 2.21 2.05  0.226
43 H 6.02 2.92 -0.07  0.200
44 H 0.75 1.40 3.15  0.243
45 H 1.04 2.51 1.79  0.207
46 H -0.55 2.49 2.58  0.222